[1]
Density functional theory data (wB97M-V/def2-TZVPD) for 6 unconnected molecules or ions with the total composition C20H35Br10ClIO4P.

The geometry in ORCA input format:
```
! RIJCOSX wB97M-V def2-TZVPD def2/J DEFGRID3
* xyz 0 1
C 4.61 -2.34 2.14
C 3.79 -2.92 0.89
C 3.80 -2.00 -0.41
C 3.34 -2.96 -1.65
C 2.88 -0.67 -0.29
C 3.84 0.41 0.42
C 4.12 1.72 -0.43
O 3.62 2.79 -0.03
I 5.35 1.80 -2.23
C 2.15 -0.22 -1.67
C 0.61 -0.76 -1.65
O -0.27 -0.53 -2.49
O 0.56 -1.47 -0.42
C 1.50 -0.88 0.55
P 0.55 0.68 1.11
O 0.79 0.86 2.80
Cl -1.51 0.16 0.93
H 4.60 -3.03 3.06
H 5.71 -2.10 1.91
H 4.14 -1.35 2.50
H 2.75 -3.23 1.25
H 4.32 -3.90 0.60
H 4.90 -1.74 -0.63
H 3.56 -4.06 -1.40
H 2.19 -2.92 -1.80
H 3.91 -2.74 -2.61
H 3.35 0.73 1.40
H 4.87 -0.04 0.68
H 1.98 0.89 -1.85
H 2.75 -0.50 -2.62
H 1.55 -1.50 1.51
H -0.12 0.89 3.18
Br -2.47 2.12 4.04
C -4.23 2.66 3.41
C -4.25 2.83 1.92
Br -3.40 4.51 1.40
H -4.51 3.56 3.96
H -4.90 1.84 3.71
H -5.27 2.90 1.55
H -3.73 2.04 1.38
Br -6.64 -0.55 4.56
C -8.36 0.31 4.28
C -8.29 1.31 3.15
Br -7.42 2.96 3.73
H -8.66 0.75 5.23
H -9.05 -0.50 4.03
H -9.30 1.62 2.85
H -7.75 0.95 2.28
Br 0.35 -4.38 -3.87
C -1.34 -3.44 -4.07
C -2.42 -4.07 -3.22
Br -3.09 -5.72 -4.03
H -1.58 -3.43 -5.13
H -1.14 -2.42 -3.74
H -3.29 -3.42 -3.15
H -2.09 -4.32 -2.21
Br -6.17 0.80 -1.32
C -5.00 -0.42 -2.30
C -5.77 -1.18 -3.36
Br -6.82 -2.62 -2.57
H -4.52 -1.06 -1.57
H -4.25 0.22 -2.76
H -5.09 -1.67 -4.05
H -6.46 -0.55 -3.92
Br 10.07 5.31 -1.73
C 8.26 5.32 -1.02
C 8.20 4.73 0.37
Br 8.31 2.79 0.32
H 7.63 4.78 -1.74
H 7.96 6.37 -1.01
H 7.24 4.95 0.84
H 9.01 5.08 1.01
*
```

Total energy = -27923.359998 a.u.
Highest occupied orbital energy = -9.03 eV
Structure (SMILES) = CC[C@@H](C)[C@@]1(CC(=O)I)CC(=O)O[C@@H]1P(O)Cl.BrCCBr.BrCCBr.BrCCBr.BrCCBr.BrCCBr

Results of the Mulliken charge analysis, in e, for atoms 1 through 4:
1 C -1.00
2 C -0.65
3 C 0.11
4 C -1.07



[2]
Density functional theory data (wB97M-V/def2-TZVPD) for a single C4H7NS3 molecule.

The geometry in ORCA input format:
```
! RIJCOSX wB97M-V def2-TZVPD def2/J DEFGRID3
* xyz 0 1
C 0.98 -0.03 -0.03
C 0.30 -1.33 -0.61
C -2.22 0.02 -0.04
C 0.37 1.30 -0.55
H 0.09 -0.25 1.83
H 1.50 0.57 1.89
H 2.03 -0.05 -0.39
H 0.80 -2.20 -0.18
H 0.40 -1.43 -1.65
H 0.46 1.36 -1.64
H 0.92 2.19 -0.12
N 1.00 -0.15 1.42
S -1.42 -1.55 -0.10
S -3.85 0.00 0.28
S -1.38 1.56 -0.10
*
```

Total energy = -1405.918182 a.u.
Highest occupied orbital energy = -8.65 eV
Energy relative to the best compared isomer or geometry (same formula, charge and spin) = 13.95 kJ/mol

Results of the natural (NBO) charge analysis, in e, for atoms 1 through 4:
1 C -0.05
2 C -0.55
3 C -0.54
4 C -0.57